1.
96
Properties=species:S:1:pos:R:3 method="wB97M-V/def2-TZVPD" energy_ha=-4723.17507 total_charge=0 multiplicity=6 molar_mass_g_mol=927.5 homo_lumo_gap_ev="5.249 / 2.409" lumo_energy_ha="-0.0299 / -0.1513" largest_force_ev_per_a=2.8
Ru 3.0217 0.1785 0.3756
N 3.1405 0.2523 2.4874
C 3.3663 -1.0554 3.1111
C 2.5999 -2.2258 2.4220
C 1.3041 -1.9170 1.6372
O 0.3748 -2.7467 1.6192
O 1.2233 -0.8123 0.8863
H 3.8548 0.9394 2.7640
H 2.2379 0.6011 2.8054
H 3.0845 -1.0106 4.2002
H 4.4312 -1.3122 3.0390
H 2.3283 -2.9520 3.1976
H 3.2532 -2.7541 1.7445
C -8.0358 -0.7385 3.8858
C -6.6445 -0.6145 3.3330
C -5.9457 0.5651 3.5254
C -4.6189 0.7821 3.0681
C -3.9273 2.1085 3.3031
C -3.9932 -0.2275 2.2945
Te -2.2517 0.2513 1.1312
N 2.2625 1.8544 0.5113
C 2.5756 2.8593 1.4068
O 3.5189 2.8892 2.2508
C 1.6216 4.0152 1.3317
C 2.1049 5.1543 1.9406
C 1.3463 6.3303 1.9814
C 0.1061 6.3650 1.3597
C -0.4035 5.2297 0.7715
C 0.3401 4.0792 0.7323
C -2.6287 -0.2057 -0.8917
C -1.8569 -1.2683 -1.4577
C -2.1328 -1.6232 -2.7859
C -2.8157 -0.7370 -3.6197
C -3.4822 0.3319 -3.0903
C -3.4781 0.5863 -1.7160
C -4.3103 1.6641 -1.1041
C -4.6072 -1.5458 2.3053
C -3.8645 -2.7009 1.6716
C -5.9229 -1.6753 2.7449
H -8.4396 -1.7422 3.6145
H -8.6510 0.0072 3.4031
H -8.0623 -0.5934 4.9514
H -6.4736 1.4315 3.8913
H -4.6501 2.8280 3.7504
H -3.5899 2.6029 2.3616
H -3.0150 2.0597 3.9426
H 3.0922 5.0631 2.4594
H 1.6974 7.1496 2.5883
H -0.5102 7.2863 1.4313
H -1.3739 5.2108 0.2485
H -0.0565 3.1595 0.2608
H -1.0529 -1.7233 -0.8345
H -1.7314 -2.5609 -3.1718
H -2.8459 -0.8999 -4.6801
H -4.0305 1.0463 -3.7398
H -4.9273 2.1940 -1.8581
H -3.7019 2.4791 -0.5961
H -5.0038 1.2104 -0.3725
H -2.7883 -2.5308 1.6952
H -4.1278 -2.8128 0.5867
H -4.1932 -3.6423 2.0977
H -6.3956 -2.6849 2.5703
Se 7.9872 0.2118 0.9595
C 6.1862 0.1702 0.6955
N 5.0323 0.2364 0.4518
C 0.6727 -3.3835 -4.5791
C 1.5234 -3.1230 -3.3806
C 1.9748 -4.2013 -2.5447
C 2.5910 -3.8485 -1.3197
C 2.9471 -4.8098 -0.2522
C 2.9190 -2.4939 -1.0356
C 2.6584 -1.4550 -1.9709
C 1.9003 -1.8091 -3.1102
N 3.0883 -0.1758 -1.6576
C 3.4659 0.7947 -2.7388
C 4.5400 1.7853 -2.1888
C 4.0410 0.0163 -3.9179
C 2.1995 1.5783 -3.1747
H 0.2476 -4.3821 -4.5330
H 1.3176 -3.3369 -5.5195
H -0.1177 -2.6599 -4.7212
H 1.6180 -5.2320 -2.7137
H 2.7201 -5.8525 -0.4792
H 2.3553 -4.5599 0.6278
H 4.0081 -4.6184 0.1038
H 3.4029 -2.3080 -0.0685
H 1.5313 -0.9810 -3.7241
H 5.4998 1.2523 -2.0285
H 4.2377 2.3397 -1.3071
H 4.7226 2.5234 -2.9995
H 4.7638 -0.7963 -3.6348
H 4.5821 0.7698 -4.6115
H 3.2775 -0.4625 -4.5622
H 2.4124 2.6153 -2.9190
H 1.2945 1.2213 -2.6540
H 2.0537 1.5223 -4.2653



2.
101
Properties=species:S:1:pos:R:3 method="wB97M-V/def2-TZVPD" energy_ha=-4896.67366 total_charge=0 molar_mass_g_mol=800.1 homo_lumo_gap_ev=5.608 lumo_energy_ha=-0.0631 relative_energy_kcal_mol=2.70 largest_force_ev_per_a=0.9
Mg 0.6611 0.3133 0.1758
C -0.3289 0.8988 7.3557
C -0.8124 2.1628 6.6494
C -2.3039 2.3631 6.9603
C -0.0130 3.3593 7.1920
C -0.6402 2.0740 5.1395
C -0.2119 0.9688 4.5071
C -0.0426 0.9852 3.0716
N 0.3473 0.0086 2.3035
C 0.5951 -1.2979 2.6261
C 0.0241 -2.0292 3.6919
C 0.3649 -3.3334 3.8998
C 1.3479 -3.8937 3.0356
C 1.9263 -3.2548 1.9648
C 1.5078 -1.9101 1.6873
O 1.9227 -1.2318 0.6760
C 2.9651 -3.9367 1.0697
C 3.3163 -5.3425 1.5601
C 2.4130 -4.0578 -0.3579
C 4.2583 -3.1083 1.0485
C -0.3157 -4.1485 5.0081
C -1.8096 -4.2993 4.6882
C -0.1629 -3.4213 6.3518
C 0.2854 -5.5491 5.1488
C -0.2136 2.2625 2.3183
O 0.0658 2.2959 1.1220
C -0.7701 3.4156 3.0283
C -0.9690 3.2664 4.3526
C -1.1239 4.6754 2.2420
C -2.1919 4.3220 1.1903
C -1.6867 5.7664 3.1525
C 0.1218 5.2376 1.5363
H -0.4335 1.0253 8.4347
H -0.9160 0.0225 7.0686
H 0.7225 0.6930 7.1412
H -2.4565 2.4335 8.0405
H -2.6929 3.2794 6.5088
H -2.8932 1.5234 6.5840
H -0.0767 3.3833 8.2822
H 1.0408 3.2829 6.9139
H -0.3921 4.3133 6.8205
H 0.0761 0.0852 5.0549
H -0.7501 -1.5609 4.2881
H 1.6459 -4.9137 3.2261
H 2.4561 -6.0172 1.5290
H 4.0859 -5.7609 0.9080
H 3.7144 -5.3341 2.5780
H 1.4757 -4.6243 -0.3626
H 2.2339 -3.0712 -0.7808
H 3.1294 -4.5838 -0.9967
H 4.6684 -3.0151 2.0576
H 5.0051 -3.6085 0.4249
H 4.0853 -2.1083 0.6513
H -2.2946 -3.3243 4.5990
H -1.9509 -4.8336 3.7450
H -2.3183 -4.8594 5.4786
H -0.6930 -2.4652 6.3524
H -0.5748 -4.0284 7.1635
H 0.8895 -3.2245 6.5688
H 0.1776 -6.1343 4.2319
H 1.3469 -5.5101 5.4087
H -0.2333 -6.0879 5.9454
H -1.3822 4.1040 4.8982
H -3.1120 3.9830 1.6754
H -2.4294 5.2050 0.5894
H -1.8398 3.5419 0.5137
H -2.6209 5.4621 3.6328
H -0.9732 6.0573 3.9288
H -1.9000 6.6520 2.5514
H 0.5102 4.5520 0.7841
H -0.1389 6.1798 1.0478
H 0.9167 5.4422 2.2605
C -3.2406 -0.2483 0.7354
C -2.5595 0.4724 -0.3732
N -1.2607 0.6241 -0.4951
C -1.0449 1.3871 -1.6351
C -2.2501 1.6791 -2.2058
N -3.1844 1.0927 -1.3932
C -2.7401 2.3868 -3.4208
O -1.8482 2.9698 -4.1837
O -3.9322 2.3959 -3.6380
C 0.3496 1.8137 -2.0347
O 0.4663 2.4447 -3.0936
O 1.3012 1.4787 -1.2555
H -2.7324 -1.1966 0.9078
H -4.2882 -0.4370 0.5041
H -3.1907 0.3408 1.6531
H -4.1725 1.1411 -1.5916
H -0.9183 2.8689 -3.7932
Se -1.7285 -4.2442 -0.9799
N -0.7738 -4.5798 -2.4311
C -0.0193 -3.5146 -2.6043
C 0.9631 -3.3653 -3.6370
C 1.6990 -2.2383 -3.6292
C 1.4784 -1.2259 -2.6271
N 0.5831 -1.2870 -1.6884
C -0.1772 -2.4388 -1.6482
N -1.0577 -2.6350 -0.6885
H 1.1037 -4.1496 -4.3693
H 2.4695 -2.0698 -4.3710
H 2.0793 -0.3215 -2.6439



3.
101
Properties=species:S:1:pos:R:3 method="wB97M-V/def2-TZVPD" energy_ha=-14055.04022 total_charge=-2 multiplicity=2 molar_mass_g_mol=1196.5 homo_lumo_gap_ev="4.262 / 4.259" lumo_energy_ha="0.1119 / 0.1118" largest_force_ev_per_a=5.1
Ti 1.4483 -1.4835 -0.5984
C -4.4271 -3.3215 2.6587
Si -2.8039 -3.6695 1.7500
C -2.9233 -5.1655 0.6649
C -1.7128 -4.2186 3.1958
N -2.1048 -2.3161 0.9650
P -1.4150 -0.9627 1.4737
C -0.8662 0.0236 0.0349
P -0.0196 1.5700 0.0055
N -0.4891 -0.8045 -1.0510
Si -1.6750 -1.1360 -2.3656
C -2.1929 -2.9332 -2.2053
C -3.3624 -0.1304 -2.1842
C -0.8173 -0.9755 -4.0360
C -0.0216 2.4427 1.5982
C -1.1251 2.4055 2.4370
C -1.1013 3.1210 3.6436
C -0.0163 3.9582 3.9940
C 1.1153 3.9074 3.1579
C 1.1457 3.1378 2.0152
C -0.6771 2.5659 -1.3204
C 0.1396 3.2547 -2.2328
C -0.4216 4.2954 -2.9687
C -1.8063 4.4556 -3.0410
C -2.6209 3.6419 -2.2885
C -2.0550 2.7525 -1.4091
C -2.5762 -0.2485 2.6887
C -3.9355 -0.2360 2.2293
C -4.9465 0.1700 3.1089
C -4.6637 0.6687 4.3866
C -3.3719 0.6487 4.8067
C -2.3373 0.1380 3.9894
C 0.1931 -1.1776 2.2423
C 0.8848 -0.3285 3.1042
C 2.3145 -0.2989 3.1601
C 3.0314 -1.1075 2.2857
C 2.3573 -1.9279 1.4198
C 0.9448 -2.0599 1.4411
H -4.7943 -4.2727 3.0867
H -5.2248 -2.9077 1.9709
H -4.3619 -2.6456 3.5133
H -3.1486 -5.9992 1.3104
H -1.9607 -5.4194 0.1823
H -3.7162 -5.1319 -0.1236
H -2.2516 -5.0826 3.6093
H -1.4907 -3.4274 3.9440
H -0.7098 -4.6104 2.8597
H -1.3091 -3.5904 -2.4335
H -3.0820 -3.0780 -2.8798
H -2.5483 -2.9864 -1.1828
H -3.7978 -0.2313 -1.1545
H -4.0806 -0.4527 -2.9322
H -3.1774 0.9375 -2.3947
H -1.3506 -1.6291 -4.7495
H 0.1917 -1.4313 -3.9765
H -0.7734 0.0415 -4.3954
H -2.0268 1.9579 2.0131
H -1.9889 3.0271 4.2936
H -0.0064 4.4857 4.9733
H 1.9961 4.4578 3.4548
H 2.0710 3.1135 1.4437
H 1.2188 2.8889 -2.3683
H 0.2258 4.8949 -3.5767
H -2.2620 5.1843 -3.7402
H -3.6808 3.6269 -2.4239
H -2.6911 2.1980 -0.7026
H -4.1980 -0.4986 1.2201
H -5.9541 -0.0593 2.7880
H -5.4191 1.1967 4.9428
H -3.0963 0.9850 5.7932
H -1.3548 0.1523 4.4458
H 0.4135 0.3730 3.7671
H 2.8269 0.4461 3.7499
H 4.1542 -1.1610 2.3244
H 2.9357 -2.7285 0.8981
H 0.4323 -2.9530 1.0884
Se 3.5042 -6.9427 0.4923
Sb 3.0275 -6.1195 -1.7332
Se 1.6718 -3.7493 -1.5986
Se 1.3192 -7.4920 -2.7495
Se 4.9782 -5.9966 -3.0730
C 5.5297 5.3673 -3.1528
C 5.1972 3.8800 -2.9287
C 4.4827 3.4362 -1.8201
C 3.9260 2.1356 -1.7463
C 3.9975 1.2790 -2.8315
C 4.6804 1.7580 -3.9866
C 5.3156 2.9864 -4.0045
S 3.0657 -0.2543 -2.8063
C 4.5214 -1.3889 -2.7137
O 2.7676 -0.3086 -1.1442
H 4.8852 5.9154 -2.5084
H 5.4590 5.6722 -4.2233
H 6.5618 5.5505 -2.8111
H 4.2967 4.2192 -1.0715
H 3.1421 1.9637 -0.9975
H 4.4891 1.2185 -4.9034
H 5.7996 3.3220 -4.9459
H 5.2572 -1.0421 -3.4637
H 4.0282 -2.2824 -3.0236
H 4.9969 -1.4538 -1.6497